A molecular structure, C41H52BClMoN10OS4 in a non-equilibrium geometry. Source: OMol25; level of theory: ωB97M-V with the def2-TZVPD basis set.

Element x y z (Å)
1 Mo 0.59816 -0.73856 0.42405
2 Cl 2.25593 -6.39684 -3.96016
3 S -3.17417 -1.66064 -0.16564
4 S 1.99890 1.45218 0.42431
5 S 1.11799 -0.37089 -2.10533
6 S -0.83070 0.70000 1.96968
7 O 0.04566 -2.48331 -0.24469
8 N -2.27522 -0.06546 -2.13246
9 N -3.42717 -1.73223 -2.94368
10 N 1.28041 2.35401 -2.82097
11 N -2.43262 1.41915 -0.12120
12 N 1.28381 -1.22782 2.47753
13 N -0.52897 1.72371 -1.79322
14 N 1.62553 2.31957 2.92468
15 N -3.34948 1.83310 1.80774
16 N 2.52068 -1.67603 0.27665
17 N 3.80592 2.09696 2.27141
18 C -3.01700 -0.92908 -4.00651
19 C 2.52474 -1.37010 4.97355
20 C -3.64937 0.46935 3.84201
21 C 3.32342 -1.29029 3.80467
22 C 3.38254 -1.39843 1.37253
23 C -4.59768 -3.77209 -2.00081
24 C -0.64702 3.07710 -2.01066
25 C -3.22321 -3.88880 -4.06805
26 C 5.42797 -1.32845 2.62687
27 C 4.74403 -1.29354 3.80718
28 C 0.65308 1.29906 -2.27234
29 C -4.24213 2.22861 0.81884
30 C -2.59948 2.77397 3.96861
31 C 0.57893 -1.37624 3.57936
32 C 2.86292 -2.58371 -0.58371
33 C 3.35118 2.57373 4.62066
34 C 0.46351 3.46823 -2.66614
35 C 2.66031 -1.26902 2.57837
36 C 3.50872 1.26716 -3.29027
37 C -2.30439 0.09040 -3.51269
38 C 4.74349 -1.41335 1.38742
39 C 2.33100 2.65340 -5.00344
40 C 0.29728 -5.30070 -2.44209
41 C 3.31637 3.70991 -2.93779
42 C -3.68042 1.94991 -0.37184
43 C 1.96804 3.00729 4.17142
44 C -3.64096 1.89171 3.28771
45 C 1.95834 -3.35221 -1.37277
46 C -2.25663 1.34104 1.19589
47 C 2.47689 -4.30214 -2.28336
48 C -5.01880 2.51073 3.48890
49 C 1.17117 -1.45550 4.85884
50 C -0.22851 -4.38948 -1.56062
51 C 4.33922 2.73842 3.47964
52 C 2.61521 2.47896 -3.51513
53 C 0.58990 -3.37632 -1.04324
54 C 2.51552 1.95485 2.01075
55 C -5.41296 -2.64276 -4.04744
56 C -2.97033 -1.19736 -1.77689
57 C 1.64917 -5.24232 -2.82547
58 C -4.16518 -3.00993 -3.24571
59 B -1.52174 0.75927 -1.14696
60 H 0.65603 2.22964 2.64148
61 H 0.53438 -1.57370 5.72359
62 H -2.59576 3.77399 3.53285
63 H 1.21254 2.76285 4.91634
64 H 1.93791 4.08602 4.00272
65 H -3.71051 -4.83946 -4.28359
66 H -4.06285 2.06517 -1.37020
67 H 3.26336 2.85713 -5.52956
68 H -2.66237 0.01357 3.80835
69 H -5.27597 -3.19528 -1.37725
70 H 3.52717 -4.28549 -2.54491
71 H 3.00109 -1.40126 5.94657
72 H -3.26970 -1.15704 -5.02421
73 H -5.20467 2.56255 4.56038
74 H -5.11689 -4.66611 -2.34842
75 H 3.36006 3.65052 -1.84932
76 H -3.98107 0.49854 4.87985
77 H 3.12286 0.36939 -3.76764
78 H -2.95415 -3.42960 -5.01955
79 H -5.17993 -2.15139 -4.99135
80 H 3.64942 1.06149 -2.22908
81 H 3.91134 -2.87706 -0.61889
82 H -2.84919 2.86317 5.02563
83 H 1.89111 1.74809 -5.42335
84 H 1.65237 3.48730 -5.18615
85 H 4.42880 1.83076 1.52428
86 H -1.59775 2.35311 3.89388
87 H 4.33285 3.74514 -3.32595
88 H -5.07694 3.52581 3.09499
89 H -1.83014 0.91410 -4.01551
90 H 2.83319 4.64435 -3.21980
91 H 4.52890 3.79376 3.27573
92 H -5.20237 2.64770 1.04465
93 H 0.74128 4.43711 -3.03366
94 H -5.80950 1.90414 3.04736
95 H 5.29008 2.26360 3.71416
96 H 4.47458 1.50038 -3.73750
97 H 5.30821 -1.52006 0.46993
98 H -2.30673 -4.08652 -3.50952
99 H 3.32483 1.53183 4.93059
100 H -1.50609 3.64104 -1.69393
101 H -5.96611 -3.55220 -4.28041
102 H -3.75438 -4.07562 -1.38564
103 H -0.32757 -6.08513 -2.84895
104 H 6.50964 -1.34341 2.62956
105 H -6.06169 -1.98788 -3.46512
106 H 3.66802 3.17104 5.47425
107 H -0.49535 -1.41306 3.46647
108 H -0.82237 -0.02335 -0.47972
109 H 5.27203 -1.29774 4.75252
110 H -4.33910 -0.15796 3.27674
111 H -1.26472 -4.42217 -1.25168

ΔE to the lowest compared entry with this formula, charge and spin: 0.892 eV
Largest force on an atom: 1.98 eV Å⁻¹
Expectation value of S²: 2.031
Spin multiplicity: 3
Total charge: +2
Energy: -4362.15248 hartree
E_LUMO (spin up / spin down): -5.8 / -5.9 eV